The following is a quantum chemistry calculation of 3 unconnected molecules or ions with the total composition C4H10FN2O at a distorted geometry, from the OMol25 dataset.

Positions of all 18 atoms, in Å:
1 F 0.18 0.40 -0.19
2 O -1.95 -1.77 -0.76
3 N 0.54 -1.64 -1.76
4 N 2.73 -1.63 -0.81
5 C -1.07 2.27 0.10
6 C 1.62 -1.64 -1.12
7 C 0.73 1.84 1.71
8 C -0.02 1.56 0.52
9 H -2.29 -1.16 -0.12
10 H -0.41 -1.63 -1.20
11 H 0.62 -1.53 -2.75
12 H 0.28 2.47 2.45
13 H -1.73 2.30 -0.72
14 H -2.37 -1.57 -1.58
15 H 1.72 2.41 1.58
16 H 3.50 -1.41 -0.25
17 H -1.33 3.23 0.64
18 H 1.06 0.88 2.17

Properties
2S+1	1
highest occupied orbital energy	-12.789	eV
total charge	+1
energy relative to the best compared isomer or geometry (same formula, charge and spin)	0.099	eV



The following is a quantum chemistry calculation of 16 unconnected molecules or ions with the total composition C50H140N8O24 at a distorted geometry, from the OMol25 dataset.

Positions of all 222 atoms, in Å:
1 O -25.62 -12.91 11.49
2 O -21.78 -17.14 4.23
3 O -30.83 -13.06 15.27
4 O -14.97 -15.60 6.29
5 O -24.81 -15.29 8.17
6 O -22.14 -10.51 8.11
7 O -28.40 -17.96 11.31
8 O -24.88 -16.56 3.10
9 O -20.38 -21.80 0.14
10 O -21.49 -21.15 9.34
11 O -31.38 -18.18 0.05
12 O -24.09 -12.65 7.82
13 O -25.43 -17.88 11.12
14 O -26.31 -25.11 6.01
15 O -19.80 -15.35 8.22
16 O -25.53 -20.76 8.28
17 O -30.08 -14.68 4.39
18 O -21.87 -15.41 12.74
19 O -27.46 -19.81 4.89
20 O -27.57 -14.57 8.09
21 O -25.82 -12.49 3.94
22 O -23.58 -19.69 9.97
23 O -27.49 -19.59 -0.12
24 O -24.17 -15.36 11.00
25 N -27.73 -23.15 4.47
26 N -17.47 -16.87 7.43
27 N -26.60 -12.28 6.77
28 N -25.50 -17.34 0.33
29 N -23.47 -22.52 7.87
30 N -30.08 -15.54 1.51
31 N -28.41 -13.72 13.79
32 N -20.57 -19.28 2.74
33 C -24.19 -16.93 0.73
34 C -24.33 -12.35 11.72
35 C -22.01 -16.28 5.33
36 C -29.21 -14.70 5.49
37 C -22.46 -21.81 7.17
38 C -28.72 -20.17 -0.47
39 C -29.81 -13.89 3.30
40 C -26.38 -11.15 5.84
41 C -26.50 -19.72 8.35
42 C -21.76 -17.75 12.39
43 C -20.78 -14.82 9.19
44 C -30.67 -17.04 -0.42
45 C -20.36 -21.17 10.20
46 C -28.23 -20.69 4.03
47 C -31.84 -18.26 1.34
48 C -25.45 -18.41 -0.68
49 C -24.70 -22.61 7.07
50 C -25.41 -15.59 4.02
51 C -21.85 -19.41 3.45
52 C -29.71 -14.36 13.58
53 C -21.11 -16.54 12.98
54 C -30.45 -14.39 14.93
55 C -21.15 -21.65 8.02
56 C -20.41 -23.23 -0.02
57 C -28.17 -18.57 5.22
58 C -27.70 -12.15 7.72
59 C -27.04 -24.29 3.88
60 C -26.95 -18.73 -1.08
61 C -27.00 -25.50 4.82
62 C -29.07 -14.79 2.27
63 C -27.84 -13.31 8.68
64 C -21.77 -18.54 4.68
65 C -13.55 -15.30 6.31
66 C -18.80 -17.32 7.26
67 C -25.24 -12.31 2.66
68 C -25.36 -21.19 6.95
69 C -28.05 -15.55 9.00
70 C -27.43 -21.97 3.65
71 C -26.34 -13.02 12.77
72 C -16.64 -17.45 6.35
73 C -27.68 -13.66 12.57
74 C -19.75 -16.77 8.41
75 C -25.30 -11.50 4.87
76 C -24.36 -15.93 1.93
77 C -15.13 -17.02 6.37
78 C -20.59 -19.93 1.43
79 C -31.77 -12.94 16.37
80 C -26.10 -26.16 6.89
81 C -29.59 -16.55 0.62
82 C -20.69 -21.42 1.45
83 H -22.69 -11.26 7.88
84 H -27.38 -22.89 5.38
85 H -25.86 -16.13 4.86
86 H -24.96 -19.28 -0.24
87 H -20.71 -17.27 8.32
88 H -26.00 -24.06 3.62
89 H -29.17 -20.95 4.51
90 H -24.16 -12.43 2.62
91 H -21.64 -21.81 1.82
92 H -31.13 -18.79 1.97
93 H -20.10 -23.53 -1.02
94 H -20.48 -22.51 7.93
95 H -31.38 -13.41 17.27
96 H -19.73 -19.57 0.87
97 H -21.82 -15.13 9.07
98 H -20.77 -13.76 8.95
99 H -24.99 -12.37 7.66
100 H -21.01 -18.54 12.40
101 H -24.41 -22.88 6.05
102 H -25.46 -23.30 7.43
103 H -26.12 -17.59 1.09
104 H -24.10 -20.22 9.37
105 H -31.33 -15.03 14.98
106 H -23.81 -13.05 12.38
107 H -25.55 -11.38 2.19
108 H -19.59 -20.52 9.78
109 H -25.83 -12.94 1.99
110 H -28.18 -13.11 11.78
111 H -19.91 -22.12 10.46
112 H -23.37 -15.24 11.52
113 H -26.78 -12.98 6.07
114 H -25.79 -13.65 13.47
115 H -32.67 -13.49 16.09
116 H -26.46 -12.02 13.18
117 H -22.69 -19.14 2.81
118 H -28.53 -14.05 1.69
119 H -28.60 -12.07 7.10
120 H -24.76 -20.51 6.33
121 H -30.11 -17.34 -1.31
122 H -17.01 -17.16 5.36
123 H -32.14 -17.27 1.69
124 H -26.17 -10.20 6.32
125 H -28.65 -20.88 -1.29
126 H -25.50 -26.97 6.47
127 H -22.57 -18.81 5.36
128 H -27.45 -17.87 11.20
129 H -22.62 -9.75 7.78
130 H -27.61 -17.86 -1.11
131 H -30.31 -13.71 12.94
132 H -27.77 -22.15 2.62
133 H -20.64 -20.75 11.17
134 H -20.49 -20.90 7.58
135 H -25.55 -25.83 7.77
136 H -29.19 -20.62 0.41
137 H -24.71 -15.68 9.04
138 H -27.21 -10.96 5.17
139 H -24.15 -13.58 8.03
140 H -27.02 -19.13 -2.09
141 H -26.46 -26.27 4.27
142 H -21.59 -14.69 13.32
143 H -29.13 -15.63 9.10
144 H -21.36 -23.72 0.20
145 H -22.08 -22.28 6.26
146 H -26.14 -14.93 3.56
147 H -29.52 -13.98 6.25
148 H -20.82 -18.76 5.18
149 H -28.61 -18.19 4.30
150 H -31.96 -11.90 16.64
151 H -29.10 -17.37 1.14
152 H -27.83 -16.53 8.57
153 H -28.50 -20.22 3.08
154 H -27.58 -15.43 9.98
155 H -26.58 -19.51 9.41
156 H -27.16 -13.20 9.53
157 H -28.99 -18.80 5.90
158 H -27.59 -17.78 5.69
159 H -22.61 -18.05 13.00
160 H -14.55 -17.46 5.56
161 H -28.88 -13.26 8.99
162 H -16.66 -18.54 6.40
163 H -25.72 -15.01 8.12
164 H -23.55 -22.15 8.81
165 H -21.09 -16.66 14.07
166 H -19.94 -21.86 2.11
167 H -18.81 -18.41 7.29
168 H -24.97 -17.04 11.22
169 H -13.03 -15.50 5.37
170 H -22.84 -16.57 5.96
171 H -21.14 -16.23 6.00
172 H -20.12 -16.25 12.63
173 H -19.66 -23.74 0.58
174 H -22.15 -17.64 11.38
175 H -27.50 -14.64 12.13
176 H -22.67 -19.88 9.72
177 H -24.68 -14.98 4.54
178 H -27.03 -26.57 7.27
179 H -23.70 -17.84 1.08
180 H -13.34 -14.26 6.56
181 H -22.03 -20.43 3.79
182 H -26.24 -18.81 7.82
183 H -24.93 -15.07 1.57
184 H -20.58 -15.15 10.21
185 H -20.61 -18.29 2.51
186 H -12.99 -15.77 7.11
187 H -23.38 -15.55 2.23
188 H -28.60 -12.77 14.09
189 H -28.19 -14.62 5.13
190 H -24.32 -11.38 12.22
191 H -24.58 -14.50 10.99
192 H -27.99 -25.83 5.11
193 H -23.49 -16.65 -0.05
194 H -17.58 -15.87 7.38
195 H -27.63 -11.28 8.37
196 H -28.50 -15.50 2.86
197 H -29.60 -15.36 13.17
198 H -30.61 -13.32 2.82
199 H -29.00 -13.19 3.53
200 H -30.74 -15.93 2.17
201 H -26.37 -21.77 3.78
202 H -27.55 -24.41 2.93
203 H -24.90 -18.02 -1.55
204 H -29.36 -19.33 -0.74
205 H -26.31 -21.40 6.46
206 H -28.50 -18.63 11.99
207 H -23.79 -12.17 10.80
208 H -22.14 -15.25 5.00
209 H -25.15 -10.54 4.38
210 H -24.36 -11.86 5.28
211 H -22.70 -20.76 6.97
212 H -28.78 -16.13 0.03
213 H -19.34 -17.01 9.39
214 H -32.79 -18.79 1.25
215 H -24.78 -18.46 10.73
216 H -27.49 -20.05 8.03
217 H -31.34 -16.24 -0.70
218 H -14.74 -17.37 7.33
219 H -29.82 -14.65 15.78
220 H -19.25 -16.92 6.34
221 H -29.28 -15.64 6.04
222 H -21.40 -19.45 0.88

Properties
2S+1	1
highest occupied orbital energy	-8.256	eV



The following is a quantum chemistry calculation of a molecular structure, C6H11N at a distorted geometry, from the OMol25 dataset.

Positions of all 18 atoms, in Å:
1 N 0.34 0.23 -0.88
2 C -3.18 -0.87 0.27
3 C 1.92 0.15 0.90
4 C 2.43 1.45 0.51
5 C 1.66 -0.26 -0.44
6 C -0.82 -0.46 -0.45
7 C -2.05 0.01 -0.13
8 H 0.24 1.21 -0.58
9 H 3.05 0.44 1.05
10 H 1.44 -0.40 1.74
11 H -2.22 1.06 -0.13
12 H 2.47 2.19 1.21
13 H 1.64 -1.41 -0.59
14 H -4.09 -0.77 -0.35
15 H -0.68 -1.55 -0.45
16 H 2.40 0.11 -1.19
17 H -2.91 -1.98 0.19
18 H -3.46 -0.75 1.30

Properties
2S+1	2
highest occupied orbital energy (spin up / spin down)	0.020 / -1.752	eV
total charge	-1
<S²>	0.755
energy relative to the best compared isomer or geometry (same formula, charge and spin)	4.752	eV



The following is a quantum chemistry calculation of a molecular structure, C34H24F6IrN5O5S3Se at a distorted geometry, from the OMol25 dataset.

Positions of all 79 atoms, in Å:
1 Ir 0.08 -3.00 -0.54
2 Se 0.27 -4.65 -2.36
3 S -1.81 -5.68 0.75
4 S -2.97 -3.31 0.08
5 S 2.22 -3.56 0.07
6 F -1.17 -4.42 2.98
7 F -5.39 -3.47 -0.96
8 F -4.77 -1.52 -0.25
9 F -5.30 -3.07 1.16
10 F -0.78 -6.55 2.96
11 F -2.81 -5.82 3.14
12 O -2.51 -2.48 1.16
13 O -0.59 -5.07 0.17
14 O -2.30 -3.06 -1.21
15 O -1.93 9.59 0.84
16 O -1.98 -7.06 0.47
17 N -0.80 3.49 -0.79
18 N -3.09 -4.84 0.42
19 N 0.01 -1.63 1.03
20 N 0.11 -1.27 -1.58
21 N -0.79 3.23 1.41
22 C 3.87 -1.46 3.09
23 C -1.33 6.34 -0.59
24 C -0.37 1.20 -2.78
25 C 1.70 -4.26 -3.50
26 C 3.62 -3.02 -4.25
27 C 2.87 -4.95 -5.50
28 C -0.08 -0.86 3.27
29 C 3.30 -2.48 2.34
30 C 3.06 -0.96 0.48
31 C -1.69 8.26 0.81
32 C -1.63 -5.61 2.59
33 C -2.06 10.22 2.10
34 C -0.31 0.42 2.86
35 C -0.93 4.10 0.36
36 C 0.07 -1.88 2.32
37 C -0.35 0.71 1.49
38 C -1.30 6.11 1.80
39 C -1.19 5.53 0.54
40 C -0.56 1.99 0.88
41 C -0.14 -0.16 -0.82
42 C 2.60 -3.20 -3.34
43 C -0.17 0.07 -3.53
44 C -0.57 2.18 -0.48
45 C 2.89 -2.23 1.03
46 C -1.58 7.69 -0.46
47 C -0.36 1.09 -1.39
48 C 1.85 -5.14 -4.59
49 C 3.76 -3.89 -5.33
50 C 4.00 -0.19 2.56
51 C 3.60 0.06 1.25
52 C 0.06 -1.16 -2.90
53 C -4.74 -2.82 0.00
54 C -1.55 7.47 1.95
55 C -0.17 -0.36 0.60
56 H -1.14 10.12 2.68
57 H 4.56 -3.75 -6.04
58 H -2.25 11.27 1.90
59 H 3.17 -3.47 2.76
60 H 2.99 -5.63 -6.33
61 H 0.26 -2.90 2.61
62 H 4.19 -1.66 4.10
63 H 2.52 -2.55 -2.49
64 H 3.72 1.05 0.83
65 H -0.19 0.09 -4.61
66 H -1.69 8.33 -1.32
67 H 2.76 -0.77 -0.54
68 H -1.20 5.52 2.70
69 H 0.21 -2.05 -3.48
70 H -0.03 -1.12 4.32
71 H -0.87 3.47 2.38
72 H -1.24 5.89 -1.57
73 H -0.45 1.21 3.59
74 H 1.16 -5.97 -4.71
75 H 4.32 -2.21 -4.13
76 H 4.44 0.61 3.15
77 H -0.55 2.17 -3.24
78 H -1.64 7.89 2.94
79 H -2.90 9.80 2.67

Properties
2S+1	2
highest occupied orbital energy (spin up / spin down)	-10.308 / -10.307	eV
total charge	+1
<S²>	0.768
energy relative to the best compared isomer or geometry (same formula, charge and spin)	0.106	eV



The following is a quantum chemistry calculation of a molecular structure, CH6N2O2 at a distorted geometry, from the OMol25 dataset.

Positions of all 11 atoms, in Å:
1 O 3.27 0.23 0.20
2 O 0.20 -1.26 -0.67
3 N 1.03 -0.37 -0.05
4 N -2.32 -0.84 0.25
5 C 2.21 -0.18 -0.02
6 H -2.64 0.12 0.19
7 H 2.09 3.30 -0.39
8 H 2.23 2.60 -0.08
9 H -0.72 -1.06 -0.32
10 H -2.43 -1.14 1.21
11 H -2.92 -1.41 -0.32

Properties
2S+1	1
highest occupied orbital energy	-9.170	eV
energy relative to the best compared isomer or geometry (same formula, charge and spin)	4.243	eV